Record 1
Density functional theory data (the ωB97M-V functional and the def2-TZVPD basis) for a molecular structure, C31H28AlO4SbSe4.

The geometry in XYZ format:
```
69
Properties=species:S:1:pos:R:3:nbo_charge:R:1
Al 1.03187 2.11533 -1.28907 1.63
Se 2.84222 6.73471 -2.07007 -0.80
Sb 2.46205 4.54442 -3.00532 1.10
Se 0.04226 3.84314 -2.59115 -0.75
Se 3.33831 2.71696 -1.43723 -0.76
Se 3.12306 4.11256 -5.28277 -0.80
C 2.92839 -1.79967 2.23710 -0.64
C 1.47146 -1.90550 1.82420 0.53
C 0.76571 -3.09847 2.44844 -0.64
O 1.35955 -2.02029 0.41254 -0.56
C 1.00377 -0.72084 -0.06798 0.12
C 0.07422 -0.25710 1.04738 0.05
O 0.81937 -0.70048 2.19059 -0.55
C -0.25568 1.26120 1.13191 0.27
O 0.68158 2.00708 0.44232 -1.00
C -0.22928 1.68182 2.61376 0.00
C 0.73086 2.58297 3.05027 -0.21
C 0.77490 2.97094 4.38427 -0.20
C -0.13761 2.46040 5.29547 -0.25
C -1.10160 1.55867 4.86093 -0.24
C -1.14724 1.17683 3.52967 -0.16
C -1.68021 1.56770 0.61431 -0.02
C -2.74563 0.67112 0.60836 -0.25
C -4.00314 1.05929 0.16240 -0.17
C -4.22066 2.35114 -0.28812 -0.26
C -3.16790 3.25656 -0.27860 -0.19
C -1.91839 2.87007 0.17748 -0.20
C 0.48813 -0.73200 -1.52516 0.17
O 0.51100 0.57863 -1.97291 -0.99
C 1.47971 -1.57414 -2.35545 0.09
C 1.26149 -2.89364 -2.73255 -0.25
C 2.22115 -3.59547 -3.45310 -0.22
C 3.41428 -2.98685 -3.80882 -0.24
C 3.63502 -1.66432 -3.44578 -0.21
C 2.67643 -0.96504 -2.72993 -0.21
C -0.93823 -1.27273 -1.64569 -0.03
C -1.36973 -2.42153 -0.98109 -0.19
C -2.68166 -2.86004 -1.10129 -0.25
C -3.58104 -2.16622 -1.90076 -0.24
C -3.15423 -1.03052 -2.57336 -0.20
C -1.84649 -0.58478 -2.44224 -0.19
H 3.45343 -2.72470 1.99501 0.20
H 2.99676 -1.60858 3.30891 0.21
H 3.39431 -0.97158 1.70348 0.23
H 1.20183 -4.02716 2.07668 0.21
H -0.29206 -3.07183 2.18270 0.21
H 0.86027 -3.06092 3.53425 0.21
H 1.89712 -0.08457 -0.07250 0.20
H -0.84277 -0.84447 0.99380 0.18
H 1.43430 2.97264 2.32682 0.26
H 1.52830 3.67886 4.70916 0.20
H -0.10370 2.76538 6.33503 0.19
H -1.82372 1.15479 5.56164 0.19
H -1.90871 0.47945 3.19990 0.20
H -2.62182 -0.35548 0.92716 0.21
H -4.80596 0.33121 0.14542 0.19
H -5.19646 2.64729 -0.65497 0.20
H -3.30695 4.26755 -0.64127 0.21
H -1.10309 3.58044 0.17345 0.26
H 0.33385 -3.38759 -2.47745 0.21
H 2.02537 -4.62205 -3.74238 0.19
H 4.15999 -3.53196 -4.37589 0.19
H 4.55069 -1.16158 -3.73238 0.21
H 2.85076 0.07578 -2.48540 0.25
H -0.67208 -2.96700 -0.35807 0.22
H -3.00082 -3.74844 -0.56754 0.20
H -4.60594 -2.50660 -1.99365 0.20
H -3.84721 -0.46975 -3.18927 0.20
H -1.51376 0.31899 -2.93563 0.26
```

Summary:
Frontier orbital gap ... 5.7 eV
Total charge ... -2

---

Record 2
Density functional theory data (the ωB97M-V functional and the def2-TZVPD basis) for a molecular structure, C24H21AsBCrN9O9S2.

The geometry in XYZ format:
```
68
Properties=species:S:1:pos:R:3:nbo_charge:R:1
Cr -1.75005 -0.20930 -0.02708 1.36
C -1.54375 0.05025 4.05447 -0.33
C -1.83903 -0.59986 2.86201 0.00
N -1.87275 0.28590 1.86478 -0.33
N -1.61099 1.50549 2.37910 -0.29
C -1.42365 1.38370 3.69946 0.03
B -1.83945 2.84330 1.59467 0.55
N -0.57499 3.47769 0.97318 -0.35
C 0.25781 4.34747 1.59146 -0.03
C 1.16756 4.80670 0.67065 -0.35
C 0.79230 4.16019 -0.51680 -0.06
N -0.25297 3.37029 -0.32837 -0.30
N -2.83678 2.52603 0.46137 -0.29
C -3.81622 3.32370 0.01925 0.03
C -4.28303 2.83139 -1.18648 -0.34
C -3.52612 1.68521 -1.41479 0.02
N -2.65767 1.51631 -0.42075 -0.32
H -1.46309 -0.37845 5.03692 0.24
H -2.04010 -1.64047 2.66586 0.24
H -1.19912 2.24473 4.30558 0.23
H -2.29911 3.63604 2.36586 -0.04
H 0.13443 4.57720 2.63764 0.21
H 1.97852 5.49718 0.82468 0.23
H 1.23747 4.24554 -1.49601 0.20
H -4.11834 4.18547 0.58894 0.23
H -5.07187 3.22948 -1.79864 0.23
H -3.56481 0.97773 -2.22895 0.25
O -4.05350 -1.40575 -2.75453 -1.04
As -4.05046 -2.18095 -1.14228 2.42
O -5.60771 -2.63102 -0.96286 -1.17
O -3.55636 -1.05611 -0.01564 -1.10
C -2.98818 -3.78526 -1.51163 -0.28
C -3.68342 -4.97049 -1.68826 -0.21
C -2.99268 -6.12380 -2.03597 -0.19
C -1.61573 -6.09313 -2.22183 -0.20
C -0.91338 -4.91170 -2.03966 -0.17
C -1.61191 -3.77179 -1.68648 -0.38
S -0.77943 -2.28761 -1.22085 2.40
O 0.60799 -2.39634 -1.55967 -0.92
O -1.47792 -1.14796 -1.86896 -0.94
O -1.05101 -2.17301 0.23312 -0.93
H -4.99096 -1.37728 -2.98940 0.50
H -4.75416 -4.96888 -1.52416 0.26
H -3.53242 -7.05417 -2.15412 0.22
H -1.08198 -6.99568 -2.48810 0.22
H 0.16100 -4.85268 -2.15536 0.25
O 6.15531 0.45490 3.41834 -1.00
S 7.20918 0.11798 2.48334 2.39
O 8.33616 1.02992 2.47709 -1.00
O 7.55091 -1.29507 2.42837 -1.01
C 6.42847 0.32244 0.82861 0.16
N 7.20280 0.27302 -0.25321 -0.41
C 6.57596 0.28687 -1.42032 0.07
C 5.19400 0.32246 -1.53441 -0.30
C 4.47483 0.37426 -0.34631 0.18
N 5.10753 0.38998 0.82611 -0.43
C 3.00009 0.38460 -0.27464 0.03
C 2.16986 0.61444 -1.36565 -0.23
C 0.80430 0.55855 -1.20735 0.11
N 0.21099 0.27786 -0.03902 -0.51
C 1.01365 0.08626 1.02200 0.06
C 2.38409 0.13713 0.95383 -0.17
H 7.20748 0.24784 -2.30228 0.19
H 4.70922 0.28595 -2.50043 0.21
H 2.57632 0.85112 -2.33881 0.22
H 0.14253 0.74085 -2.04109 0.22
H 0.53479 -0.13512 1.96561 0.21
H 2.99949 -0.02150 1.82881 0.27
```

Summary:
Frontier orbital gap (spin up / spin down) ... 7.0 / 6.7 eV
Total charge ... -1
Relative energy (zero: lowest compared OMol25 entry of this formula, charge and spin) ... 154.1 kJ/mol
⟨S²⟩ ... 3.7729
Spin multiplicity ... 4

---

Record 3
Density functional theory data (the ωB97M-V functional and the def2-TZVPD basis) for C4H7NO2S in the gas phase.

The geometry in XYZ format:
```
15
Properties=species:S:1:pos:R:3:nbo_charge:R:1
C 0.99658 1.52683 0.13730 -0.65
C 0.83109 0.07962 -0.35891 0.06
C -1.42398 -0.44731 0.25386 0.01
C 0.00371 -0.75624 0.70648 0.02
H 1.80804 1.63015 0.84355 0.22
H 1.24112 2.16532 -0.73190 0.23
H 0.08988 1.87392 0.62300 0.22
H 1.80396 -0.38701 -0.67145 0.22
H -2.00954 -0.05576 -1.75290 0.42
H 0.22416 -0.34584 1.65108 0.20
H 0.09826 -2.55941 -0.00889 0.47
N -1.32028 -0.02199 -1.01308 -0.29
O -0.03574 0.06218 -1.52956 -0.36
O 0.48105 -2.06936 0.75461 -0.68
S -2.78831 -0.69510 1.09680 -0.09
```

Summary:
Frontier orbital gap ... 9.0 eV
Total charge ... 0
Relative energy (zero: lowest compared OMol25 entry of this formula, charge and spin) ... 302.8 kJ/mol
SMILES ... C[C@@H]1ONC(=S)[C@H]1O

---

Record 4
Density functional theory data (the ωB97M-V functional and the def2-TZVPD basis) for a molecular structure, C44H67NOPSSb2SiV.

The geometry in XYZ format:
```
119
Properties=species:S:1:pos:R:3:lowdin_spin:R:1
V -0.11297 -0.16808 -0.09239 0.95
C -0.74014 -0.53261 3.01642 0.00
Sb -0.68971 1.07958 4.43536 0.00
C -0.31213 -0.23217 6.08227 0.00
C 1.25364 1.77543 3.75119 0.00
C 2.55552 1.05515 3.97459 0.00
C 2.84867 0.51366 5.22246 0.00
C 4.08064 -0.04309 5.51980 0.00
C 5.07489 -0.04992 4.55604 0.00
C 4.80877 0.49904 3.31539 0.00
C 3.56514 1.04380 2.99770 0.00
C 3.39968 1.61730 1.62134 0.00
Sb 2.74144 0.16529 0.16425 -0.01
C 4.21065 -1.33043 0.54326 0.00
C 3.69939 1.03993 -1.53058 -0.01
H -1.73704 -0.94544 2.89622 0.00
H -0.04508 -1.31360 3.31779 0.00
H -0.42111 -0.12391 2.04809 0.00
H 0.03428 0.31199 6.95656 0.00
H 0.39861 -1.01257 5.82447 0.00
H -1.26964 -0.68637 6.32933 0.00
H 1.34553 2.79752 4.12795 0.00
H 1.04517 1.88097 2.68229 0.00
H 2.09931 0.55369 5.99604 0.00
H 4.26775 -0.44311 6.50543 0.00
H 6.05235 -0.45470 4.77169 0.00
H 5.59158 0.52396 2.56974 0.00
H 4.36762 1.95237 1.24597 0.00
H 2.71761 2.46570 1.58733 0.00
H 5.07319 -1.14968 -0.09148 0.00
H 3.81783 -2.32147 0.35112 0.00
H 4.51357 -1.28069 1.58484 0.00
H 4.69930 1.36132 -1.24801 0.00
H 3.14414 1.89137 -1.91737 0.00
H 3.77698 0.28878 -2.31463 0.00
C -4.76824 2.50125 -4.23310 0.00
Si -4.46455 0.89703 -3.32813 0.00
C -5.34439 0.91946 -1.69377 0.00
C -5.04539 -0.55078 -4.35187 0.00
C -2.58314 0.69716 -3.17771 0.00
C -1.85373 0.76943 -4.34987 0.01
C -0.46257 0.61212 -4.37679 0.00
C 0.16605 0.33388 -3.18996 0.01
N -0.51280 0.20696 -2.03930 0.00
C -1.84810 0.42353 -2.01231 0.02
S -2.44061 0.30862 -0.37902 0.00
H -5.83257 2.64761 -4.40147 0.00
H -4.27745 2.53476 -5.20333 0.00
H -4.40671 3.34515 -3.64574 0.00
H -6.40446 1.06550 -1.89613 0.00
H -5.00463 1.73191 -1.05425 0.00
H -5.22690 -0.01032 -1.14116 0.00
H -6.11266 -0.48025 -4.55198 0.00
H -4.86542 -1.48913 -3.82638 0.00
H -4.53215 -0.60194 -5.31074 0.00
H -2.36432 0.96024 -5.28393 0.00
H 0.09883 0.68863 -5.29429 0.00
H 1.23974 0.18783 -3.12321 0.00
C -0.32938 8.41843 0.06257 0.00
C -0.18914 6.93448 -0.09061 0.00
C -0.79488 6.06515 0.80339 0.00
C -0.68000 4.68732 0.68574 0.00
C -1.41762 3.83681 1.67453 0.00
C 0.09251 4.17507 -0.37734 0.00
C 0.29727 2.76629 -0.59766 0.01
O 0.09111 1.84909 0.21239 0.00
C 0.68879 5.04788 -1.32388 0.00
C 1.48962 4.55258 -2.49948 0.00
C 0.54332 6.40853 -1.15428 0.00
H -0.96222 8.67569 0.90797 0.00
H -0.75987 8.85865 -0.83698 0.00
H 0.64766 8.87986 0.21233 0.00
H -1.39443 6.46816 1.60778 0.00
H -2.30011 4.37068 2.02416 0.00
H -0.79385 3.64742 2.55053 0.00
H -1.72737 2.87617 1.27001 0.00
H 0.68612 2.47942 -1.58462 0.00
H 2.37360 3.99183 -2.19180 0.00
H 1.83355 5.40084 -3.08645 0.00
H 0.90203 3.91351 -3.16055 0.00
H 1.00318 7.08190 -1.86363 0.00
C 2.01251 -2.80036 -1.83554 0.00
C 0.70003 -3.58477 -1.86460 0.00
C 0.00401 -3.32297 -3.20341 0.00
C 1.05810 -5.07019 -1.75717 0.00
P -0.34472 -2.93904 -0.44611 0.00
C 0.42921 -3.74234 1.02012 0.00
C 0.37917 -5.10741 1.32181 0.00
C 1.00093 -5.61672 2.44712 0.00
C 1.70200 -4.78000 3.30689 0.00
C 1.76776 -3.42624 3.03053 0.00
C 1.13189 -2.92979 1.90122 0.01
C -2.07438 -3.66937 -0.56644 0.00
C -2.72768 -3.42602 0.79956 0.00
C -2.91539 -2.94162 -1.62795 0.00
C -2.15300 -5.16229 -0.90875 0.00
H 2.64088 -3.13305 -2.66205 0.00
H 2.55977 -2.97789 -0.91129 0.00
H 1.84887 -1.72582 -1.94281 0.00
H 0.72662 -3.48579 -4.00526 0.00
H -0.36718 -2.30150 -3.29666 0.00
H -0.82752 -4.00401 -3.37347 0.00
H 1.68668 -5.33016 -2.61121 0.00
H 0.19149 -5.72444 -1.78198 0.00
H 1.63064 -5.28775 -0.85542 0.00
H -0.13966 -5.79808 0.67455 0.00
H 0.94270 -6.67566 2.65137 0.00
H 2.18593 -5.18312 4.18338 0.00
H 2.29654 -2.74960 3.68753 0.00
H 1.16595 -1.86108 1.72515 0.00
H -2.69074 -2.36800 1.07407 0.00
H -2.26012 -4.00853 1.59362 0.00
H -3.77879 -3.71291 0.73913 0.00
H -3.17658 -1.93674 -1.31643 0.00
H -3.83915 -3.50787 -1.75349 0.00
H -2.43667 -2.88811 -2.60336 0.00
H -1.59000 -5.81584 -0.24978 0.00
H -1.84866 -5.36062 -1.93463 0.00
H -3.20063 -5.45767 -0.82832 0.00
```

Summary:
Frontier orbital gap (spin up / spin down) ... 6.9 / 6.2 eV
Total charge ... +1
Relative energy (zero: lowest compared OMol25 entry of this formula, charge and spin) ... 48.4 kJ/mol
⟨S²⟩ ... 0.7987
Spin multiplicity ... 2

---

Record 5
Density functional theory data (the ωB97M-V functional and the def2-TZVPD basis) for C7H8BrNO3 in the gas phase.

The geometry in XYZ format:
```
20
Properties=species:S:1:pos:R:3:nbo_charge:R:1
C 0.51073 2.14941 0.34250 -0.22
C 1.70250 1.40219 0.53545 -0.24
C -0.70194 1.60077 0.19777 -0.11
C 1.61982 0.04811 0.39883 -0.13
C -0.86414 0.13092 0.32887 -0.33
C 0.43702 -0.62104 -0.35535 0.29
C -2.02323 -0.53270 -0.34751 -0.50
N 0.62667 -1.96348 0.19469 0.52
O 0.39689 -2.14011 1.35579 -0.34
O 1.15822 -2.73983 -0.58669 -0.41
O 0.53065 -0.61107 -1.74129 -0.69
Br -3.55730 0.32662 0.28944 0.03
H 0.57482 3.16741 0.36615 0.21
H 2.71307 1.93362 0.76256 0.23
H -1.59768 2.19375 -0.00700 0.22
H 2.49941 -0.55733 0.37322 0.19
H -0.82965 -0.16875 1.39938 0.26
H -2.24670 -1.65488 -0.06622 0.25
H -1.81288 -0.46966 -1.51526 0.25
H 0.86373 -1.49395 -1.92536 0.50
```

Summary:
Frontier orbital gap (spin up / spin down) ... 6.2 / 7.6 eV
Total charge ... 0
⟨S²⟩ ... 2.0070
Spin multiplicity ... 3

---

Record 6
Density functional theory data (the ωB97M-V functional and the def2-TZVPD basis) for CH5P in the gas phase.

The geometry in XYZ format:
```
7
Properties=species:S:1:pos:R:3:nbo_charge:R:1
C -0.68591 -0.33496 -0.04810 -0.95
P 1.25455 -0.02651 -0.04830 0.46
H -1.09944 -1.18858 -0.75683 0.23
H -1.19739 0.51422 -0.25434 0.22
H -0.87891 -0.79441 0.89143 0.22
H 1.16333 0.82806 1.22852 -0.17
H 1.44377 1.00217 -1.01238 0.00
```

Summary:
Frontier orbital gap (spin up / spin down) ... 5.7 / 8.9 eV
Total charge ... 0
Relative energy (zero: lowest compared OMol25 entry of this formula, charge and spin) ... 164.2 kJ/mol
⟨S²⟩ ... 2.0037
Spin multiplicity ... 3

---

no.,maximum force (eV Å⁻¹)
1,0.10
2,2.35
3,2.96
4,0.97
5,6.11
6,5.51